# 1
Density functional theory data (the ωB97M-V functional and the def2-TZVPD basis) for the ion C7H4N3O2 with charge -1 in a non-equilibrium geometry.

Output
- Charge: -1
- Spin multiplicity: 3
- HOMO-LUMO gap (spin up / spin down): 3.96 / 7.37 eV
- E: -15880.5226 eV
- E_HOMO (spin up / spin down): -1.4542 / -4.5955 eV
- Expectation value of S²: 2.040
- LUMO level (spin up / spin down): 2.509 / 2.773 eV

Last column: Löwdin spin population.
Cartesian coordinates (Å):
C  2.45022  -0.93312  -2.57173  0.18
C  -0.07777  -0.73932  0.29231  0.13
C  -0.18688  0.57144  0.53342  0.16
C  0.66076  -1.33051  -0.86265  0.24
C  -0.06171  1.56546  -0.54791  0.06
C  1.61873  -0.74988  -1.56114  0.67
C  -1.04526  1.75659  -1.37056  0.06
N  3.09831  -0.94441  -3.52301  0.36
N  -1.80113  1.81116  -2.32345  0.02
N  -3.08947  2.34343  -2.34433  0.02
O  -3.60465  2.79288  -1.34426  0.01
O  -3.62982  2.20033  -3.42174  0.02
H  -0.43037  -1.43021  1.11388  0.01
H  -0.59613  0.72198  1.44215  0.01
H  0.47954  -2.40602  -0.86056  0.04
H  0.79871  2.08835  -0.70581  0.02

# 2
Density functional theory data (the ωB97M-V functional and the def2-TZVPD basis) for a structure of composition C25H5AsF15GeMoNS6 in a non-equilibrium geometry.

Output
- Charge: +2
- HOMO-LUMO gap (spin up / spin down): 5.61 / 5.61 eV
- E: -252462.6844 eV
- Energy above the lowest of the compared OMol25 structures with the same formula, charge and spin: 0.0 kcal/mol
- E_HOMO (spin up / spin down): -14.7136 / -14.7136 eV
- LUMO level (spin up / spin down): -9.109 / -9.108 eV

Last column: natural (NBO) charge in e.
Cartesian coordinates (Å):
Mo  12.33319  -13.26235  -10.67928  0.24
S  12.20889  -14.62298  -15.16196  -0.13
As  13.03881  -14.22510  -13.37872  0.95
S  12.65103  -15.39611  -11.58815  -0.13
S  10.70581  -12.41663  -11.77124  0.29
S  14.06516  -12.63188  -12.42123  -0.23
S  15.43098  -11.15670  -8.10893  0.63
C  14.76373  -12.15825  -9.28354  -0.11
N  13.56546  -11.81941  -9.70458  -0.51
C  13.08077  -10.68792  -9.07399  0.17
C  11.84406  -10.08479  -9.25089  -0.25
C  11.58761  -8.93120  -8.52929  -0.16
C  12.52352  -8.39307  -7.64408  -0.18
C  13.74878  -9.00048  -7.45675  -0.16
C  14.01406  -10.17720  -8.17658  -0.26
H  15.27889  -13.01120  -9.67018  0.26
H  11.09679  -10.46320  -9.92663  0.23
H  10.64148  -8.41827  -8.64894  0.24
H  12.30693  -7.47910  -7.11272  0.25
H  14.49048  -8.57046  -6.80616  0.25
F  7.90847  -13.05818  -5.08770  -0.28
C  7.77410  -12.52517  -6.30801  0.38
C  8.57542  -12.93722  -7.39407  -0.64
C  8.31335  -12.33270  -8.62105  0.36
F  8.97300  -12.63028  -9.75153  -0.32
C  7.33889  -11.36221  -8.75820  0.31
F  7.10945  -10.81137  -9.94735  -0.28
C  6.57858  -10.98095  -7.66258  0.33
F  5.61052  -10.10910  -7.82638  -0.25
C  6.78674  -11.57594  -6.43124  0.28
F  6.01389  -11.25465  -5.40865  -0.25
Ge  9.86197  -14.28509  -7.01566  1.66
S  11.61148  -13.98122  -8.72797  -0.07
C  10.99941  -13.99707  -5.47794  -0.65
C  10.55152  -14.59991  -4.29189  0.43
F  9.36184  -15.21428  -4.20308  -0.29
C  11.30713  -14.56351  -3.14082  0.27
F  10.82145  -15.09464  -2.03345  -0.25
C  12.52157  -13.90399  -3.14041  0.34
F  13.23426  -13.80416  -2.04246  -0.25
C  12.97315  -13.27237  -4.28833  0.26
F  14.12052  -12.61583  -4.26250  -0.27
C  12.21750  -13.31688  -5.44846  0.41
F  12.72412  -12.64759  -6.50840  -0.33
C  9.45792  -16.09298  -7.45059  -0.69
C  9.71820  -17.21746  -6.64864  0.45
F  10.46974  -17.18291  -5.54904  -0.29
C  9.23462  -18.46963  -6.98542  0.26
F  9.44478  -19.52732  -6.20326  -0.26
C  8.53463  -18.64043  -8.17110  0.35
F  8.12263  -19.83488  -8.50799  -0.24
C  8.30230  -17.54898  -9.00885  0.26
F  7.64114  -17.71877  -10.13534  -0.26
C  8.74268  -16.29714  -8.63558  0.42
F  8.48386  -15.30247  -9.49995  -0.30

# 3
Density functional theory data (the ωB97M-V functional and the def2-TZVPD basis) for a cluster of 2 separate species, C2H8N2O2 in total in a non-equilibrium geometry.

Output
- HOMO-LUMO gap: 10.15 eV
- SMILES string: C/N=C(\N)O.O
- E: -9279.1349 eV
- Energy above the lowest of the compared OMol25 structures with the same formula, charge and spin: 17.9 kcal/mol
- E_HOMO: -9.5034 eV
- LUMO level: 0.645 eV

Last column: natural (NBO) charge in e.
Cartesian coordinates (Å):
C  -1.05021  -0.34520  1.17340  -0.45
N  -0.35256  -0.55473  -0.09061  -0.62
C  0.90995  -0.37958  -0.07311  0.70
N  1.76221  0.03303  0.87909  -0.82
O  1.55781  -0.60446  -1.21657  -0.68
H  -2.06501  -0.74649  1.08848  0.21
H  -0.56411  -0.86374  2.00676  0.19
H  -1.13178  0.72280  1.39897  0.18
H  2.64860  0.35252  0.50620  0.41
H  1.37973  0.62616  1.60142  0.40
H  0.90525  -0.92568  -1.86221  0.51
O  -1.53832  0.89103  -2.16158  -0.97
H  -1.40640  0.17441  -1.50680  0.49
H  -1.05515  1.61994  -1.74343  0.46

Which formula does entry 1 have?
C7H4N3O2